Record 1
Formula: C26H57FNO12S4
Source: OMol25
Level of theory: ωB97M-V/def2-TZVPD

```
101
Properties=species:S:1:pos:R:3:forces:R:3
C 4.397938 -2.963850 1.545695 0.12 -0.23 0.26
C 4.720665 -2.625273 0.118161 -0.23 -1.11 -1.16
O 4.550058 -3.412141 -0.794485 0.11 1.33 1.04
O 5.161196 -1.356905 -0.114758 0.06 -0.13 0.11
C 6.486353 -1.074476 0.394034 0.04 -0.06 0.02
C 6.593860 0.363189 0.869122 0.10 -0.05 -0.18
C 6.014266 1.379922 -0.120922 0.20 -0.13 0.10
C 6.062347 2.832589 0.393986 -0.40 -0.25 0.03
C 4.717482 3.399312 0.910926 0.49 -0.01 -0.02
C 4.596757 3.397019 2.438363 -0.10 0.06 0.00
C 3.166631 3.486961 3.048171 0.34 0.17 -0.05
C 1.972441 3.491539 2.091009 -0.11 -0.18 0.23
C 1.373839 2.131090 1.599820 -0.39 0.41 0.03
S 2.530843 0.720352 1.616371 0.22 -0.41 -0.18
C 1.105749 2.263192 0.088453 0.06 0.18 -0.21
F 0.285188 3.372706 -0.136267 0.07 -0.38 0.10
C 0.477142 1.028779 -0.553022 0.63 0.10 -0.14
N -0.392977 0.297022 0.418407 -0.51 0.20 -0.60
C -1.048472 1.281744 1.337151 0.04 -0.11 1.04
C 0.005231 1.819935 2.327808 0.14 -0.32 -0.23
C 0.054868 0.862176 3.527129 -0.28 0.13 0.14
C 0.912610 1.291146 4.712952 0.09 -0.39 0.23
O 0.441138 0.679476 5.908191 0.01 0.19 -0.20
H 5.230774 -2.724680 2.210031 -0.09 -0.03 -0.02
H 3.538752 -2.392002 1.896142 -0.04 0.12 -0.12
H 4.161681 -4.025273 1.624811 0.03 0.12 0.01
H 6.708551 -1.780569 1.199198 0.11 0.18 0.00
H 7.203966 -1.275738 -0.406384 -0.16 0.06 -0.09
H 7.666922 0.570719 0.943864 -0.06 -0.01 0.26
H 6.175593 0.462330 1.876348 -0.14 0.08 -0.10
H 5.003206 1.083348 -0.405799 -0.03 0.10 0.03
H 6.625747 1.308159 -1.025139 -0.11 -0.01 -0.05
H 6.795978 2.868513 1.204231 0.15 0.31 -0.18
H 6.386751 3.468809 -0.428330 0.23 0.03 0.13
H 4.657869 4.431978 0.557049 -0.34 -0.07 -0.01
H 3.918179 2.818894 0.451785 -0.06 0.12 -0.04
H 5.131648 2.533501 2.843383 -0.12 -0.08 -0.03
H 5.143597 4.271626 2.799303 0.13 -0.17 0.04
H 3.112599 4.433749 3.591293 -0.09 -0.07 0.00
H 3.051315 2.722453 3.820429 -0.07 0.07 -0.05
H 2.192303 4.119549 1.226561 0.07 -0.08 0.02
H 1.153540 3.994728 2.608127 0.05 0.06 -0.09
H 3.175875 0.934895 2.764943 -0.09 0.09 0.10
H 2.048066 2.435284 -0.439544 -0.12 0.19 0.09
H -0.107157 1.325815 -1.422855 -0.15 0.02 0.16
H 1.274663 0.369856 -0.899751 -0.16 -0.13 0.11
H -1.108080 -0.209241 -0.103352 -0.02 -0.11 0.09
H 0.138332 -0.397473 0.948494 0.16 0.12 0.11
H -1.530875 2.055825 0.744445 0.04 -0.13 -0.14
H -1.792047 0.736658 1.919614 -0.17 0.08 -0.28
H -0.399502 2.758969 2.705988 0.05 0.08 -0.14
H -0.964082 0.819919 3.927788 0.04 0.00 -0.04
H 0.300225 -0.165357 3.231779 0.12 0.08 -0.03
H 1.963051 1.020818 4.571092 -0.02 0.18 -0.08
H 0.850126 2.370349 4.863771 -0.02 0.01 -0.01
H 0.874151 -0.170760 6.015289 -0.01 -0.07 0.06
O -4.981527 0.169782 -0.057932 0.14 -0.03 0.15
S -4.790782 1.385176 -0.792018 -0.22 0.05 -0.36
O -4.124493 2.483453 -0.155880 0.20 -0.08 0.11
O -6.160862 1.851804 -1.410823 0.28 0.05 0.18
C -7.310481 2.018755 -0.523328 -0.45 0.06 0.25
C -7.222119 3.274927 0.312190 0.24 0.02 -0.03
C -3.971729 1.031781 -2.313881 -0.09 0.05 -0.06
H -7.413373 1.122022 0.088119 0.13 -0.03 -0.03
H -8.158919 2.070032 -1.202052 0.10 0.01 -0.13
H -6.412192 3.222823 1.038550 -0.02 -0.02 0.01
H -8.158331 3.410357 0.852218 -0.04 -0.02 -0.03
H -7.053245 4.144052 -0.322320 -0.07 0.01 -0.02
H -4.472372 0.200556 -2.802873 0.00 -0.01 0.01
H -2.946067 0.762722 -2.071206 0.01 0.00 0.01
H -3.986430 1.923269 -2.936663 0.01 0.01 0.01
O 2.693066 -7.112495 1.304481 -0.09 -0.02 -0.03
S 3.358191 -7.682625 0.165774 0.18 0.02 0.10
O 2.605739 -8.456638 -0.771048 -0.11 0.03 0.00
O 4.603092 -8.521558 0.678197 0.02 0.04 -0.11
C 4.364555 -9.538653 1.682497 -0.06 -0.26 0.28
C 3.718244 -10.785647 1.117799 -0.07 0.08 -0.14
C 4.243918 -6.422461 -0.673447 0.07 -0.16 -0.06
H 3.773031 -9.106785 2.490840 -0.03 0.07 -0.07
H 5.353307 -9.762457 2.076640 0.05 0.08 -0.08
H 2.703306 -10.591851 0.775784 0.00 0.01 0.02
H 3.679860 -11.554696 1.889291 0.04 0.01 0.03
H 4.290237 -11.163504 0.271083 0.03 -0.03 0.03
H 4.815058 -5.858712 0.053825 0.03 0.04 0.00
H 3.508373 -5.785310 -1.153818 -0.02 0.04 0.02
H 4.895092 -6.871879 -1.418329 -0.02 -0.05 0.00
O -8.906178 3.055032 -3.576728 0.05 0.09 0.05
S -8.214096 2.428322 -4.665577 -0.14 -0.12 -0.11
O -7.220323 3.165258 -5.383678 0.03 0.05 0.07
O -9.275014 1.825227 -5.670997 0.13 -0.03 0.02
C -10.309792 2.709904 -6.175950 -0.33 0.25 -0.13
C -9.803029 3.665544 -7.234401 0.19 -0.02 0.06
C -7.511350 0.920272 -4.109487 0.04 -0.06 -0.02
H -10.764154 3.237447 -5.336755 0.09 -0.02 0.06
H -11.057061 2.036655 -6.588938 0.07 -0.11 0.03
H -9.100079 4.386798 -6.821263 -0.02 0.01 0.02
H -10.644421 4.211932 -7.659932 -0.04 -0.03 0.00
H -9.296280 3.121874 -8.031120 -0.05 -0.01 -0.03
H -8.263856 0.353032 -3.568117 0.00 0.00 0.00
H -6.702998 1.223886 -3.444819 -0.11 -0.13 -0.11
H -7.140393 0.361426 -4.964807 0.02 0.04 -0.01
```
Forces are in eV/Å.

Computed properties:
**Charge**: +1
**E_HOMO**: -12.132 eV
**M**: 723.003 g mol⁻¹
**Energy**: -99997.4211 eV
**ΔE to the lowest compared entry with this formula, charge and spin**: 0.275 eV
**Largest force on an atom**: 1.7 eV Å⁻¹
**Orbital gap**: 0.3391 Eh

***

Record 2
Formula: C4H19FeN4O6
Source: OMol25
Level of theory: ωB97M-V/def2-TZVPD

```
34
Properties=species:S:1:pos:R:3:forces:R:3
Fe -0.391155 0.569016 -0.142223 2.39 -3.07 -0.07
C 2.526055 -3.099891 0.024593 0.49 0.20 -0.79
C 1.374291 -2.252153 0.602473 -0.06 -1.09 0.22
O 0.939220 -1.142007 -0.127112 -1.70 2.45 -0.22
H 2.855517 -3.894539 0.693984 -0.26 0.30 0.51
H 3.417132 -2.528202 -0.234723 -0.04 0.32 0.29
H 2.313422 -3.654967 -0.889068 -0.65 0.28 -0.12
H 1.634079 -1.971688 1.623233 0.23 0.40 0.14
H 0.533596 -2.936418 0.717050 -0.35 -0.11 -0.04
C -2.230743 -0.374018 -2.668489 2.26 1.34 -3.09
O -1.695065 -0.058190 -1.605469 -0.05 0.18 2.50
N -1.675815 0.070185 -3.814957 0.36 0.43 -0.47
N -3.271632 -1.103427 -2.918290 -2.39 -1.90 1.77
H -2.127773 -0.189209 -4.680147 0.52 0.45 -0.09
H -0.904373 0.721901 -3.799395 -0.31 -0.40 -0.21
H -3.545482 -1.397136 -3.845028 0.10 0.16 0.23
H -3.733208 -1.548944 -2.138193 -0.11 -0.08 -0.21
C 1.407141 1.507388 2.427192 0.22 0.50 2.21
O 0.761194 1.437702 1.386787 -0.92 0.64 -2.39
N 2.174023 2.474032 2.885798 0.94 2.82 -1.94
N 1.286218 0.628962 3.375345 -1.46 -3.64 1.32
H 2.155092 3.327296 2.345727 0.60 0.10 0.31
H 2.519950 2.476978 3.834705 -0.07 0.23 -0.41
H 1.754641 0.727246 4.264740 -0.37 -0.34 -0.18
H 0.498850 0.006568 3.262353 0.55 -0.33 0.50
O 0.877099 1.388389 -1.616811 -0.36 0.17 -0.01
H 1.812877 1.240118 -1.753022 0.53 -0.39 0.31
H 0.607091 1.920917 -2.364966 -0.26 0.36 -0.13
O -1.684975 2.278734 -0.051968 0.14 0.04 0.26
H -1.730310 2.758199 0.775249 0.27 0.35 0.43
H -2.354817 2.685080 -0.601895 -0.25 -0.06 -0.57
O -1.813445 -0.008168 1.355508 0.21 -0.09 -0.01
H -2.580846 0.524467 1.564382 -0.40 0.28 -0.18
H -1.707850 -0.584220 2.112638 0.20 -0.51 0.14
```
Forces are in eV/Å.

Computed properties:
**Charge**: +2
**E_HOMO (alpha / beta)**: -16.023 / -15.027 eV
**M**: 275.063 g mol⁻¹
**Energy**: -57075.4419 eV
**ΔE to the lowest compared entry with this formula, charge and spin**: 0.000 eV
**Largest force on an atom**: 4.1 eV Å⁻¹
**2S+1**: 6
**Orbital gap (alpha / beta)**: 0.3687 / 0.2395 Eh

***

Record 3
Formula: C2H8N3O2
Source: OMol25
Level of theory: ωB97M-V/def2-TZVPD

```
15
Properties=species:S:1:pos:R:3:forces:R:3
C 0.809636 0.779388 0.741938 0.65 -0.23 -0.44
C 1.453289 -1.288022 -0.234774 -0.24 0.10 -1.70
N 0.113753 0.263977 -2.590136 3.52 -0.18 0.45
N 0.808379 -0.189113 -0.432189 2.26 -0.65 2.19
N -0.072865 0.042373 -1.387089 -5.18 1.25 -2.62
O -0.933996 0.542339 -3.376761 1.20 0.34 -1.51
O -1.807942 -0.698797 1.170984 -1.66 -2.18 -0.69
H 0.518015 1.764167 0.386793 0.27 -0.05 0.03
H 0.164450 0.451359 1.542154 -0.43 -0.24 -0.34
H 1.836895 0.681872 1.123568 -0.37 0.73 -0.28
H 1.525501 -1.957936 -1.098692 -0.14 -0.10 0.62
H 1.918738 -1.486504 0.728450 -0.07 0.16 -0.34
H -1.672954 -0.322638 2.046170 -0.79 -0.51 0.23
H -0.494348 0.780017 -4.355735 -1.36 -1.02 3.82
H -2.545419 -1.443450 1.168172 2.34 2.59 0.58
```
Forces are in eV/Å.

Computed properties:
**Charge**: +1
**E_HOMO**: -14.397 eV
**M**: 106.105 g mol⁻¹
**Energy**: -10756.9818 eV
**ΔE to the lowest compared entry with this formula, charge and spin**: 6.681 eV
**Largest force on an atom**: 5.9 eV Å⁻¹
**Orbital gap**: 0.3463 Eh

***

Record 4
Formula: C3H9NO2S
Source: OMol25
Level of theory: ωB97M-V/def2-TZVPD

```
16
Properties=species:S:1:pos:R:3:forces:R:3
N 0.692838 0.572499 -1.419059 -0.44 -0.84 -0.69
C -0.364364 -0.466458 -1.489483 0.19 1.56 -0.87
C 0.196172 -1.857041 -1.588286 -0.44 -0.82 1.47
O 1.299701 -2.125920 -1.197983 0.69 0.15 -0.39
C -1.367401 -0.387230 -0.340791 -0.22 -1.37 -0.41
S -1.981618 1.263786 0.014652 0.21 0.18 0.62
H 0.861347 0.769065 -2.402303 0.27 0.44 0.18
H 1.546523 0.113734 -1.125183 0.17 -0.04 0.36
H -0.941975 -0.222984 -2.388059 -0.03 -0.28 -0.10
H -0.482697 -2.718033 -1.749115 -0.28 0.33 -0.55
H -0.965759 -1.000408 0.472183 0.00 1.03 0.69
H -2.242475 -0.964113 -0.620751 -0.16 -0.24 -0.28
H -2.062849 1.660935 -1.261624 0.04 -0.10 -0.02
O 1.740345 1.490559 5.153996 0.13 -0.18 0.16
H 2.676628 1.663282 5.328148 -0.41 0.15 -0.22
H 1.395582 2.208321 4.613663 0.27 0.02 0.05
```
Forces are in eV/Å.

Computed properties:
**E_HOMO**: -9.037 eV
**SMILES**: N[C@@H](C=O)CS.O
**M**: 123.177 g mol⁻¹
**Energy**: -19676.2081 eV
**ΔE to the lowest compared entry with this formula, charge and spin**: 2.205 eV
**Largest force on an atom**: 1.8 eV Å⁻¹
**Orbital gap**: 0.3555 Eh